No. 1
ORCA calculation (ωB97M-V/def2-TZVPD) on the ion C5H12NOS with charge -1 in a non-equilibrium geometry.

Values from the calculation:
E_HOMO: -2.3 eV
DFT total energy: -19752.169 eV
SMILES: OCCCNCC[S-]
ΔE to the lowest compared entry with this formula, charge and spin: 47.53 kcal per mole

```
! RIJCOSX wB97M-V def2-TZVPD def2/J DEFGRID3
* xyz -1 1
O 1.86 -2.45 1.55
C 1.52 -1.26 0.77
C 0.38 -1.62 -0.19
C -0.89 -0.91 0.22
N -0.84 0.54 0.43
C -0.14 1.36 -0.59
C -0.83 2.68 -0.88
S -0.47 3.42 -2.55
H 1.08 -2.65 2.08
H 2.46 -0.97 0.31
H 1.22 -0.44 1.40
H 0.69 -1.38 -1.22
H 0.27 -2.72 -0.20
H -1.79 -1.23 -0.33
H -1.08 -1.30 1.26
H -1.77 0.81 0.73
H -0.05 0.66 -1.46
H 0.91 1.49 -0.30
H -1.91 2.55 -0.95
H -0.62 3.41 -0.08
*
```

No. 2
ORCA calculation (ωB97M-V/def2-TZVPD) on a structure of composition C8H7N2O5Sm in a non-equilibrium geometry.

Values from the calculation:
E_HOMO (alpha / beta): -15.9 / -16.1 eV
DFT total energy: -39510.835 eV
ΔE to the lowest compared entry with this formula, charge and spin: 13.16 kcal per mole

```
! RIJCOSX wB97M-V def2-TZVPD def2/J DEFGRID3
* xyz 2 6
O 1.12 1.63 -5.80
C 1.29 1.19 -4.76
Sm 0.49 0.87 -1.84
O -1.74 1.95 -4.70
C -1.14 1.61 -3.78
C -1.88 0.06 -1.30
O -2.89 -0.48 -1.16
C 1.39 -1.34 -1.78
O 1.56 -2.40 -1.25
C -0.60 -1.09 -2.95
O -0.96 -2.15 -3.26
H 1.64 -0.96 -2.80
C 1.14 -0.69 3.72
N 0.28 0.24 2.94
C -0.97 0.70 3.59
C 0.46 0.45 1.67
N 0.57 0.73 0.53
H 0.85 -0.65 4.77
H 2.19 -0.39 3.63
H 1.05 -1.72 3.33
H -1.09 1.77 3.43
H -1.84 0.21 3.11
H -0.93 0.46 4.65
*
```

No. 3
ORCA calculation (ωB97M-V/def2-TZVPD) on a cluster of 2 separate species, C4H12N2S in total in a non-equilibrium geometry.

Values from the calculation:
E_HOMO: -8.2 eV
DFT total energy: -18157.474 eV
SMILES: [H]/N=C/NC.CSC
ΔE to the lowest compared entry with this formula, charge and spin: 12.57 kcal per mole

```
! RIJCOSX wB97M-V def2-TZVPD def2/J DEFGRID3
* xyz 0 1
H -0.33 0.62 0.89
N -0.38 0.30 -0.08
C -1.34 0.85 -0.70
N -1.50 0.73 -2.05
C -2.24 1.74 -2.77
H -2.15 1.43 -0.24
H -0.73 0.30 -2.53
H -2.63 1.35 -3.71
H -3.14 2.03 -2.22
H -1.66 2.65 -2.97
C 2.60 -0.44 1.15
S 1.65 -0.52 2.68
C 0.96 -2.17 2.51
H 2.10 -1.04 0.39
H 3.59 -0.90 1.24
H 2.79 0.61 0.95
H 0.45 -2.45 3.43
H 0.21 -2.22 1.72
H 1.75 -2.88 2.29
*
```

No. 4
ORCA calculation (ωB97M-V/def2-TZVPD) on an isolated molecule of C8H14F4P2 in a non-equilibrium geometry.

Values from the calculation:
E_HOMO (alpha / beta): -7.2 / -9.6 eV
DFT total energy: -37965.247 eV

```
! RIJCOSX wB97M-V def2-TZVPD def2/J DEFGRID3
* xyz 0 3
C -0.69 1.19 0.48
C -1.50 0.33 -0.57
C 1.43 0.11 0.48
C -1.71 -1.19 -0.31
C 0.85 1.31 0.02
C -0.38 -1.88 -0.64
C -2.88 0.99 -0.64
C 2.61 -0.43 -0.22
F -2.02 -1.30 1.08
F 3.25 -1.33 0.48
F 2.33 -1.01 -1.46
F 3.61 0.49 -0.65
P 1.71 2.88 0.90
P 0.12 -3.32 0.33
H -1.24 2.13 0.55
H -0.67 0.59 1.48
H -1.08 0.59 -1.59
H 1.32 -0.14 1.52
H -2.54 -1.69 -0.89
H 1.11 1.59 -1.02
H -0.24 -1.92 -1.74
H -3.55 0.62 -1.41
H -2.75 1.99 -0.81
H -3.36 0.77 0.24
H 3.12 2.66 0.65
H 1.88 2.21 2.13
H -0.23 -2.80 1.53
H 1.52 -3.46 0.09
*
```

No. 5
ORCA calculation (ωB97M-V/def2-TZVPD) on a structure of composition C27H19Br2FeN7OS2.

Values from the calculation:
E_HOMO (alpha / beta): -10.0 / -10.1 eV
DFT total energy: -236922.628 eV
ΔE to the lowest compared entry with this formula, charge and spin: 0.00 kcal per mole

```
! RIJCOSX wB97M-V def2-TZVPD def2/J DEFGRID3
* xyz 1 6
Fe -0.10 0.25 -0.33
C 0.91 -5.00 2.27
C 1.14 -5.26 0.92
C 0.80 -4.33 -0.05
C 0.24 -3.12 0.34
C -0.01 -2.85 1.69
C 0.33 -3.80 2.65
N -0.11 -2.09 -0.58
N -0.20 -2.45 -1.76
C -0.59 -1.43 -2.68
C -0.83 -1.90 -3.97
C -1.31 -1.01 -4.92
C -1.55 0.31 -4.55
C -1.27 0.74 -3.26
C -0.77 -0.11 -2.27
H 1.17 -5.74 3.02
H 1.58 -6.21 0.63
H 0.97 -4.53 -1.10
H -0.46 -1.91 1.96
H 0.14 -3.59 3.69
H -0.65 -2.94 -4.20
H -1.52 -1.35 -5.93
H -1.96 1.00 -5.28
H -1.46 1.79 -3.03
N 2.79 -1.40 0.76
C 3.03 -0.59 -0.24
N 2.15 0.26 -0.72
C 2.70 1.10 -1.59
C 4.05 0.83 -1.91
S 4.62 -0.48 -1.03
C 1.94 2.25 -1.98
C 2.26 3.20 -2.91
S 1.03 4.38 -2.98
C 0.16 3.50 -1.73
N 0.75 2.42 -1.33
N -1.03 3.92 -1.26
H 1.91 -1.25 1.28
H 3.49 -1.99 1.17
H 4.68 1.38 -2.59
H 3.13 3.25 -3.55
H -1.40 4.82 -1.51
H -1.42 3.44 -0.47
Br 2.20 0.37 4.17
C 0.46 0.97 3.76
C -0.32 1.56 4.78
C -1.59 1.98 4.55
Br -2.59 2.76 5.95
C -2.17 1.84 3.26
C -3.48 2.22 2.91
C -3.92 2.02 1.63
C -3.05 1.46 0.68
N -1.82 1.11 0.98
C -1.37 1.26 2.25
C -0.02 0.79 2.48
O 0.65 0.21 1.52
H 0.12 1.67 5.77
H -4.12 2.66 3.66
H -4.93 2.29 1.34
H -3.37 1.30 -0.35
*
```

No. 6
ORCA calculation (ωB97M-V/def2-TZVPD) on a structure of composition C4H9BrO2 in a non-equilibrium geometry.

Values from the calculation:
E_HOMO (alpha / beta): -9.8 / -9.7 eV
DFT total energy: -78424.725 eV
ΔE to the lowest compared entry with this formula, charge and spin: 160.24 kcal per mole

```
! RIJCOSX wB97M-V def2-TZVPD def2/J DEFGRID3
* xyz 0 1
C 1.24 -0.69 0.05
C -0.27 1.04 -1.06
C -0.01 1.14 1.33
C -0.06 0.19 0.16
O -1.19 -0.57 0.54
O -1.50 -3.95 -1.03
Br -1.88 -2.34 -0.94
H 2.01 -0.42 -0.69
H 1.62 -0.87 1.10
H 0.99 -1.74 -0.22
H -1.04 1.84 -0.82
H -0.60 0.68 -1.98
H 0.64 1.60 -1.43
H -0.41 2.09 1.15
H -0.62 0.75 2.18
H 1.07 1.27 1.66
*
```